1.
Density functional theory data (ωB97M-V/def2-TZVPD) for a cluster of 2 separate species, C5H9NO in total.

Results
HOMO energy = -9.2 eV
SMILES string = [H]/N=C\C.C=C1CO1
Strongest force on any atom = 0.0108 Eh/bohr
Molecular weight = 99.13 Da
E_LUMO = 1.07 eV
Electronic energy = -8865.56568 eV
Multiplicity = 1

Last column: Löwdin charge in e.
Geometry (Å):
H  -0.48505  0.29145  1.80442  0.04
N  -0.52803  -0.72150  1.65071  0.08
C  0.60930  -1.12713  1.25686  -0.32
C  1.85115  -0.30162  1.06826  -0.09
H  0.70449  -2.19565  1.03124  0.10
H  2.34836  -0.55840  0.12664  0.07
H  2.56210  -0.50157  1.88000  0.08
H  1.61409  0.76743  1.06167  0.07
C  -0.23495  -0.38333  -1.92035  0.05
C  -0.87285  0.51352  -1.20160  -0.40
C  -1.98159  1.21278  -0.63406  -0.04
O  -0.59875  1.70362  -0.61598  0.01
H  -0.70497  -1.31272  -2.21318  0.06
H  0.73426  -0.10231  -2.29689  0.06
H  -2.60506  1.78518  -1.31896  0.11
H  -2.41251  0.93026  0.32124  0.10


2.
Density functional theory data (ωB97M-V/def2-TZVPD) for an isolated molecule of C5H13NO2 in a non-equilibrium geometry.

Results
HOMO energy = -8.4 eV
SMILES string = CCC(O)(O)CNC
Strongest force on any atom = 0.1233 Eh/bohr
Molecular weight = 119.16 Da
E_LUMO = 0.80 eV
Electronic energy = -10979.01564 eV
Multiplicity = 1

Last column: Löwdin charge in e.
Geometry (Å):
C  -0.61812  -2.44230  -0.89654  -0.14
C  -0.91605  -1.05404  -1.42033  -0.15
C  -0.10456  0.37896  -0.64976  -0.60
O  -0.72231  1.51924  -1.11230  0.04
O  1.22675  0.38360  -1.01023  0.04
C  -0.44730  -0.02093  0.72515  -0.06
N  -0.09911  1.28675  1.76770  -0.09
C  1.29324  1.67085  1.84548  -0.20
H  -0.92147  -3.21013  -1.61810  0.07
H  -1.16199  -2.65229  0.03052  0.07
H  0.45539  -2.56137  -0.71528  0.08
H  -1.99464  -0.90382  -1.52266  0.10
H  -0.51332  -0.96719  -2.43474  0.09
H  -0.34366  1.70342  -1.98677  0.12
H  1.76419  0.37549  -0.20489  0.09
H  0.19379  -0.78553  1.15760  0.12
H  -1.50558  -0.14672  0.92604  0.12
H  -0.64793  2.09565  1.46960  0.08
H  1.47700  2.32905  2.70546  0.07
H  1.93220  0.78840  1.98942  0.08
H  1.65349  2.21290  0.95462  0.07